1.
{
  "formula": "C4H11InNO9PS",
  "method": "the ωB97M-V functional and the def2-TZVPD basis",
  "elements": ["In", "P", "O", "O", "O", "O", "S", "O", "O", "O", "O", "C", "C", "C", "O", "C", "N", "H", "H", "H", "H", "H", "H", "H", "H", "H", "H", "H"],
  "coordinates": [[0.185, -1.906, 3.564], [-5.465, -1.114, 4.517], [-6.142, -2.351, 5.221], [-4.660, -1.548, 3.287], [-4.357, -0.571, 5.389], [-6.501, -0.033, 4.105], [0.848, 3.783, 2.039], [1.181, 4.982, 2.792], [0.333, 4.002, 0.682], [1.986, 2.936, 1.974], [-0.184, 3.089, 2.774], [-0.241, -0.075, -3.609], [0.340, -0.883, -2.424], [1.854, -0.809, -2.206], [2.382, -1.394, -0.964], [3.803, -1.338, -0.938], [-0.228, -0.286, -1.262], [0.019, -0.637, -4.506], [0.214, 0.899, -3.793], [-1.331, -0.065, -3.613], [-0.053, -1.899, -2.410], [2.268, 0.186, -2.370], [2.254, -1.503, -2.945], [4.181, -0.315, -0.953], [4.237, -1.906, -1.761], [4.240, -1.825, -0.065], [-1.218, -0.100, -1.339], [0.055, 0.680, -1.188]],
  "lowdin_charge": [0.723, -0.097, -0.312, -0.199, -0.183, -0.274, 0.029, -0.434, -0.454, -0.416, -0.395, -0.068, -0.437, -0.166, -0.193, -0.132, 0.020, 0.055, 0.081, 0.076, 0.133, 0.131, 0.109, 0.090, 0.071, 0.077, 0.074, 0.093],
  "homo_lumo_gap_ev": 1.9,
  "e_above_lowest_kcal_mol": 138.23,
  "homo_energy_ha": -0.014,
  "mol_weight_g_mol": 394.99,
  "charge": -2,
  "lumo_energy_ev": 1.537,
  "max_force_ev_per_a": 4.699
}

***

2.
{
  "formula": "C26H64MgO16S8",
  "method": "the ωB97M-V functional and the def2-TZVPD basis",
  "elements": ["Mg", "O", "C", "C", "O", "H", "H", "H", "H", "C", "C", "C", "O", "C", "O", "O", "H", "H", "H", "H", "H", "H", "C", "C", "C", "O", "C", "O", "O", "H", "H", "H", "H", "H", "H", "C", "S", "O", "C", "H", "H", "H", "H", "H", "H", "C", "S", "O", "C", "H", "H", "H", "H", "H", "H", "C", "S", "O", "C", "H", "H", "H", "H", "H", "H", "C", "S", "O", "C", "H", "H", "H", "H", "H", "H", "C", "S", "O", "C", "H", "H", "H", "H", "H", "H", "C", "S", "O", "C", "H", "H", "H", "H", "H", "H", "C", "S", "O", "C", "H", "H", "H", "H", "H", "H", "C", "S", "O", "C", "H", "H", "H", "H", "H", "H"],
  "coordinates": [[1.557, 1.346, 0.186], [0.892, 0.824, -1.687], [-0.037, -0.214, -1.417], [-0.348, -0.458, 0.129], [0.678, -0.176, 1.036], [0.125, -1.162, -1.930], [-0.962, 0.074, -1.916], [-0.525, -1.532, 0.170], [-1.259, -0.030, 0.547], [0.489, 0.821, 4.774], [0.853, -0.562, 4.658], [2.131, -0.947, 4.008], [2.860, -1.528, 5.021], [2.168, -1.659, 6.209], [2.640, -2.072, 7.281], [0.936, -1.184, 5.960], [0.329, 1.344, 3.832], [1.265, 1.419, 5.252], [-0.410, 0.961, 5.375], [0.071, -1.098, 4.120], [2.722, -0.174, 3.516], [2.018, -1.653, 3.185], [-1.192, -2.523, -4.105], [0.275, -3.110, -3.998], [0.418, -4.023, -2.728], [0.448, -5.256, -3.370], [0.684, -5.185, -4.708], [0.777, -6.185, -5.437], [0.703, -3.876, -5.106], [-1.141, -1.881, -4.984], [-1.509, -1.980, -3.214], [-1.940, -3.278, -4.351], [0.901, -2.232, -3.840], [-0.440, -3.958, -2.060], [1.276, -3.825, -2.086], [3.326, 4.411, 2.595], [3.242, 2.625, 3.007], [2.375, 1.877, 1.933], [5.019, 2.282, 2.590], [2.371, 4.927, 2.502], [3.778, 4.442, 1.603], [3.917, 5.031, 3.269], [5.289, 1.258, 2.848], [5.812, 2.892, 3.023], [5.047, 2.248, 1.501], [-3.120, -0.798, 3.114], [-4.163, -1.403, 4.480], [-4.060, -0.438, 5.621], [-5.834, -1.090, 3.635], [-3.491, 0.195, 2.859], [-3.095, -1.452, 2.243], [-2.077, -0.690, 3.412], [-6.020, -0.043, 3.394], [-6.547, -1.383, 4.405], [-6.104, -1.823, 2.874], [4.311, -0.732, -2.252], [4.336, -0.618, -0.423], [3.407, 0.569, 0.013], [3.322, -2.147, -0.025], [3.275, -0.848, -2.570], [4.645, -1.649, -2.738], [4.752, 0.153, -2.710], [4.058, -2.937, -0.179], [2.464, -2.234, -0.691], [3.011, -2.177, 1.019], [-0.707, 4.927, 1.602], [-1.065, 3.504, 0.486], [0.274, 2.743, 0.588], [-2.448, 2.609, 1.354], [-0.512, 4.558, 2.609], [-1.578, 5.566, 1.743], [0.161, 5.520, 1.314], [-2.823, 1.878, 0.638], [-3.235, 3.300, 1.657], [-2.133, 2.048, 2.234], [-0.189, -3.961, 3.580], [1.047, -3.817, 2.231], [1.962, -5.102, 2.405], [-0.128, -4.350, 0.896], [0.189, -3.660, 4.558], [-0.457, -5.011, 3.697], [-1.128, -3.423, 3.452], [-0.389, -5.398, 1.043], [0.555, -4.166, 0.067], [-1.057, -3.781, 0.864], [-4.913, -1.880, -4.844], [-5.392, -2.316, -3.134], [-4.534, -3.561, -2.825], [-4.334, -0.905, -2.465], [-5.514, -2.371, -5.609], [-3.854, -2.036, -5.049], [-5.053, -0.818, -5.050], [-4.439, -0.691, -1.401], [-4.838, -0.076, -2.960], [-3.263, -0.926, -2.668], [1.486, 4.770, -2.343], [2.648, 4.346, -0.967], [2.550, 2.839, -0.668], [4.146, 4.567, -1.990], [0.480, 4.435, -2.091], [1.928, 4.191, -3.154], [1.594, 5.827, -2.589], [4.297, 5.581, -2.359], [4.090, 3.925, -2.869], [5.022, 4.345, -1.381], [-0.907, 1.625, -4.709], [-2.581, 2.344, -4.739], [-3.472, 1.117, -4.610], [-2.586, 2.872, -2.984], [-0.451, 1.837, -5.676], [-0.966, 0.538, -4.643], [-0.185, 1.984, -3.974], [-1.934, 3.711, -2.739], [-2.462, 2.015, -2.321], [-3.602, 3.253, -2.885]],
  "lowdin_charge": [0.358, -0.040, -0.190, -0.302, -0.258, 0.105, 0.110, 0.086, 0.093, -0.029, -0.338, -0.148, 0.062, -0.466, 0.124, 0.095, 0.080, 0.093, 0.103, 0.125, 0.114, 0.065, -0.011, -0.292, -0.120, 0.071, -0.466, 0.134, 0.100, 0.078, 0.049, 0.088, 0.125, 0.122, 0.106, -0.234, 0.971, -0.585, -0.209, 0.042, 0.017, 0.068, 0.055, 0.068, 0.045, -0.281, 0.829, -0.550, -0.228, 0.028, 0.052, 0.027, 0.050, 0.038, 0.048, -0.231, 0.992, -0.602, -0.196, 0.035, 0.067, 0.058, 0.061, 0.037, 0.024, -0.210, 0.947, -0.579, -0.201, 0.063, 0.060, 0.050, 0.038, 0.067, 0.051, -0.239, 0.856, -0.552, -0.230, 0.050, 0.065, 0.042, 0.071, 0.005, 0.047, -0.265, 0.898, -0.605, -0.263, 0.054, 0.040, 0.031, 0.036, 0.020, 0.019, -0.198, 0.926, -0.575, -0.223, 0.032, 0.049, 0.066, 0.067, 0.062, 0.058, -0.248, 0.904, -0.580, -0.263, 0.044, 0.038, 0.034, 0.032, 0.038, 0.048],
  "homo_lumo_gap_ev": [8.4, 5.2],
  "s_squared": 0.7567,
  "homo_energy_ha": [-0.401, -0.401],
  "mol_weight_g_mol": 913.62,
  "charge": 1,
  "lumo_energy_ev": [-2.489, -5.741],
  "max_force_ev_per_a": 4.710,
  "spin_multiplicity": 2
}

***

3.
{
  "formula": "C5H11NO2",
  "method": "the ωB97M-V functional and the def2-TZVPD basis",
  "elements": ["C", "C", "C", "C", "N", "C", "O", "O", "H", "H", "H", "H", "H", "H", "H", "H", "H", "H", "H"],
  "coordinates": [[0.509, -0.548, -0.270], [-0.813, -0.361, 0.381], [-0.045, 1.711, 1.830], [0.304, -0.974, -2.838], [-0.506, 0.332, 1.912], [-0.023, -0.061, -1.681], [0.424, -0.321, 2.780], [-0.360, 1.102, -1.888], [-0.126, -0.877, 3.359], [0.758, -1.610, -0.329], [1.385, 0.027, 0.023], [-1.645, 0.248, 0.027], [-1.252, -1.325, 0.650], [-0.246, 2.223, 2.778], [1.028, 1.791, 1.622], [-0.570, 2.244, 1.033], [-0.613, -1.430, -3.218], [0.799, -0.404, -3.629], [0.992, -1.768, -2.542]],
  "lowdin_charge": [-0.113, -0.097, -0.120, -0.018, -0.236, -0.424, -0.080, 0.056, 0.096, 0.106, 0.124, 0.112, 0.106, 0.080, 0.073, 0.083, 0.089, 0.090, 0.073],
  "homo_lumo_gap_ev": 8.9,
  "e_above_lowest_kcal_mol": 100.70,
  "homo_energy_ha": -0.300,
  "mol_weight_g_mol": 117.15,
  "lumo_energy_ev": 0.721,
  "max_force_ev_per_a": 6.754
}

***

4.
{
  "formula": "C3H8N3S",
  "method": "the ωB97M-V functional and the def2-TZVPD basis",
  "elements": ["C", "C", "C", "N", "N", "N", "S", "H", "H", "H", "H", "H", "H", "H", "H"],
  "coordinates": [[1.264, -0.215, 0.324], [-0.629, 0.913, 0.949], [2.575, -0.474, -0.240], [0.733, 0.893, 0.501], [-1.183, -0.453, 0.884], [-2.297, -0.427, -0.759], [0.068, -1.561, 0.644], [-0.654, 1.058, 2.020], [-1.397, 1.554, 0.646], [3.243, 0.332, -0.375], [2.506, -0.874, -1.208], [3.001, -1.401, 0.357], [-3.041, -0.963, -0.372], [-1.893, -0.890, -1.706], [-2.669, 0.507, -0.865]],
  "lowdin_charge": [-0.589, -0.246, -0.053, 0.083, -0.274, 0.112, 1.060, 0.147, 0.110, 0.087, 0.071, 0.142, 0.076, 0.187, 0.088],
  "homo_lumo_gap_ev": [8.6, 8.6],
  "e_above_lowest_kcal_mol": 70.10,
  "homo_energy_ha": [-0.524, -0.524],
  "mol_weight_g_mol": 118.18,
  "charge": 1,
  "lumo_energy_ev": [-5.647, -5.646],
  "max_force_ev_per_a": 4.102
}

***

5.
{
  "formula": "C25H26N2O2S4W",
  "method": "the ωB97M-V functional and the def2-TZVPD basis",
  "elements": ["W", "S", "C", "C", "C", "C", "C", "C", "S", "H", "H", "H", "H", "O", "S", "C", "C", "C", "C", "S", "O", "C", "C", "C", "C", "C", "C", "C", "C", "C", "C", "C", "C", "H", "H", "H", "H", "H", "H", "H", "H", "H", "H", "H", "H", "H", "H", "H", "H", "H", "H", "N", "C", "C", "C", "N", "H", "H", "H", "H"],
  "coordinates": [[-1.067, 0.240, 0.258], [-3.711, -0.358, 2.133], [-2.642, 0.157, 3.436], [-2.840, -0.476, 4.661], [-2.087, -0.114, 5.766], [-1.104, 0.856, 5.640], [-0.886, 1.473, 4.415], [-1.664, 1.147, 3.308], [-1.332, 2.038, 1.795], [-3.595, -1.251, 4.743], [-2.255, -0.602, 6.717], [-0.501, 1.136, 6.495], [-0.125, 2.238, 4.315], [-2.755, -0.417, 0.827], [0.154, -1.257, 1.896], [1.916, -1.070, 1.454], [2.383, 0.329, 1.860], [3.575, 0.822, 1.037], [3.391, 0.838, -0.483], [1.928, 1.716, -1.054], [0.749, 0.829, -0.604], [2.060, 1.449, -2.812], [0.887, 1.159, -3.496], [0.937, 0.996, -4.871], [2.142, 1.140, -5.547], [3.300, 1.460, -4.853], [3.270, 1.620, -3.476], [-0.338, -2.704, 0.988], [-0.403, -3.947, 1.593], [-0.893, -5.025, 0.863], [-1.336, -4.848, -0.441], [-1.286, -3.597, -1.042], [-0.778, -2.535, -0.320], [1.972, -1.248, 0.384], [2.468, -1.853, 1.970], [2.655, 0.334, 2.915], [1.563, 1.040, 1.760], [4.448, 0.189, 1.221], [3.842, 1.821, 1.385], [3.322, -0.152, -0.937], [4.226, 1.367, -0.942], [-0.050, 1.066, -2.964], [0.031, 0.768, -5.419], [2.178, 1.012, -6.621], [4.235, 1.589, -5.382], [4.177, 1.896, -2.957], [-0.084, -4.070, 2.620], [-0.937, -6.004, 1.321], [-1.729, -5.690, -0.997], [-1.628, -3.465, -2.061], [-0.670, -1.570, -0.830], [-2.321, 2.717, -1.212], [-3.043, 3.119, -2.260], [-3.259, 2.019, -3.068], [-2.631, 0.971, -2.411], [-2.051, 1.395, -1.278], [-2.060, 3.250, -0.396], [-3.366, 4.145, -2.355], [-3.812, 1.982, -3.991], [-2.573, -0.069, -2.696]],
  "lowdin_charge": [1.214, 1.027, -0.556, -0.090, -0.047, -0.047, -0.110, -0.651, 0.664, 0.115, 0.121, 0.120, 0.109, -0.820, 0.980, -0.382, -0.258, -0.198, -0.306, 1.127, -0.716, -0.376, -0.076, -0.046, -0.037, -0.038, -0.065, -0.499, -0.054, -0.027, -0.031, -0.038, -0.156, 0.071, 0.107, 0.129, 0.060, 0.135, 0.128, 0.113, 0.098, 0.072, 0.118, 0.123, 0.125, 0.111, 0.124, 0.125, 0.125, 0.123, 0.055, 0.024, -0.026, -0.010, -0.116, -0.171, 0.111, 0.145, 0.121, 0.128],
  "homo_lumo_gap_ev": [6.2, 6.8],
  "s_squared": 2.0675,
  "e_above_lowest_kcal_mol": 30.27,
  "homo_energy_ha": [-0.488, -0.495],
  "mol_weight_g_mol": 698.60,
  "charge": 2,
  "lumo_energy_ev": [-7.056, -6.679],
  "max_force_ev_per_a": 1.683,
  "spin_multiplicity": 3
}